(1)
The following is a DFT calculation (ωB97M-V with the def2-TZVPD basis set) of C5H10AuMgO3 as an isolated structure.

CARTESIAN COORDINATES (ANGSTROEM)
Au: -0.933 0.879 -0.559
Mg: -0.712 -3.108 0.528
O: -0.095 0.779 1.148
O: 0.830 0.563 -1.352
O: -1.058 -1.684 -0.829
C: 1.292 1.083 0.990
C: -0.586 0.240 2.356
C: -1.631 -0.052 -2.298
C: 1.740 0.416 -0.302
C: -0.647 -1.052 -1.899
H: 0.101 -1.570 -2.522
H: 1.402 2.177 0.947
H: -0.334 -0.829 2.412
H: 1.810 -0.667 -0.095
H: -2.678 -0.342 -2.132
H: -1.353 0.534 -3.182
H: -1.675 0.360 2.308
H: -0.082 0.756 3.186
H: 2.745 0.791 -0.561
H: 1.864 0.727 1.858

Values from the calculation:
**E_tot**: -20614.369 eV
**<S²>**: 2.01
**Net charge**: +1
**Multiplicity**: 3
**HOMO-LUMO gap (spin up / spin down)**: 7.78 / 7.84 eV

***

(2)
The following is a DFT calculation (ωB97M-V with the def2-TZVPD basis set) of C5H10B3FGdO3 as an isolated structure.

CARTESIAN COORDINATES (ANGSTROEM)
Gd: 2.542 -4.581 0.838
F: 2.503 -2.454 -1.717
O: -0.311 -0.261 -1.497
O: -2.189 0.187 -0.165
O: -0.477 -1.221 0.643
C: -1.532 2.039 -1.840
C: -1.560 3.207 -1.125
C: -1.635 0.354 2.379
C: 1.918 -0.713 -0.168
C: 2.619 -2.019 -0.454
B: 0.338 -0.745 -0.362
B: -1.472 -0.249 0.980
B: -1.344 0.581 -1.148
H: -1.698 2.100 -2.926
H: 2.133 -0.440 0.871
H: 2.366 0.031 -0.837
H: -0.733 3.459 -0.455
H: 3.691 -1.950 -0.199
H: -2.410 3.896 -1.185
H: 2.202 -2.860 0.200
H: -1.127 -0.240 3.139
H: -2.678 0.537 2.648
H: -1.147 1.341 2.380

Values from the calculation:
**E_tot**: -37042.686 eV
**<S²>**: 16.78
**Net charge**: +3
**Multiplicity**: 8
**HOMO-LUMO gap (spin up / spin down)**: 7.17 / 8.06 eV

***

(3)
The following is a DFT calculation (ωB97M-V with the def2-TZVPD basis set) of an isolated ion of composition C5H10BCl2O2 and charge -1.

CARTESIAN COORDINATES (ANGSTROEM)
Cl: -2.170 0.432 0.298
Cl: 1.172 -1.183 -3.861
O: -0.007 -1.391 -1.468
O: 1.507 0.310 -0.870
C: -0.615 0.498 1.267
C: 0.716 0.757 -1.934
C: -1.023 0.802 2.694
C: 0.175 -0.771 1.083
C: 0.068 -0.521 -2.482
B: 0.939 -0.977 -0.356
H: -0.898 -0.370 -2.959
H: -0.082 1.347 0.852
H: -0.141 0.897 3.321
H: 1.358 1.203 -2.690
H: -0.069 1.448 -1.618
H: 0.962 -0.773 1.841
H: -1.671 0.021 3.079
H: -0.463 -1.630 1.301
H: -1.575 1.740 2.744
H: 1.819 -1.838 -0.241

Values from the calculation:
**E_tot**: -35167.107 eV
**Net charge**: -1
**HOMO-LUMO gap**: 7.88 eV

***

(4)
The following is a DFT calculation (ωB97M-V with the def2-TZVPD basis set) of one molecule with the formula C5H10BNO3.

CARTESIAN COORDINATES (ANGSTROEM)
O: -2.896 0.351 -1.037
O: 0.668 1.639 1.072
O: -2.201 1.279 1.010
N: 0.310 -2.313 -0.516
C: -0.344 -1.479 1.641
C: -0.411 0.061 -0.486
C: 0.635 1.050 0.003
C: 1.768 1.162 -1.011
C: -0.095 -1.297 0.148
B: -1.866 0.529 -0.116
H: -3.622 0.643 -0.570
H: -1.302 -1.795 1.806
H: -0.226 -0.265 -1.599
H: 2.426 0.341 -0.626
H: 0.447 -2.096 -1.507
H: 2.268 2.068 -1.132
H: -0.338 -0.488 2.119
H: 1.541 0.973 -2.080
H: 0.445 -2.106 1.911
H: -1.430 1.551 1.424

Values from the calculation:
**SMILES**: [H]/N=C(/C)[C@@H](B(O)O)C(C)=O
**E_tot**: -13657.937 eV
**Energy relative to the best compared isomer or geometry (same formula, charge and spin)**: 15.12 kJ/mol
**HOMO-LUMO gap**: 10.57 eV

***

(5)
The following is a DFT calculation (ωB97M-V with the def2-TZVPD basis set) of C5H10BiO3 as an isolated structure.

CARTESIAN COORDINATES (ANGSTROEM)
Bi: 0.303 -1.666 0.504
O: 1.035 0.980 0.916
O: 0.638 -3.467 0.492
O: -0.451 -0.380 -0.946
C: 0.324 0.639 2.008
C: -1.214 -0.978 -1.997
C: 0.729 -0.356 2.813
C: 0.226 0.824 -1.327
C: 0.361 1.708 -0.110
H: -1.631 -1.913 -1.606
H: 1.209 0.575 -1.752
H: 0.018 -0.784 3.519
H: 1.765 -0.703 2.803
H: -0.696 1.035 2.063
H: -0.367 1.348 -2.088
H: -0.635 2.049 0.207
H: -2.025 -0.299 -2.289
H: -0.570 -1.192 -2.860
H: 0.980 2.579 -0.351

Values from the calculation:
**E_tot**: -17317.262 eV
**Net charge**: +1
**Energy relative to the best compared isomer or geometry (same formula, charge and spin)**: 0.00 kJ/mol
**HOMO-LUMO gap**: 7.65 eV

***

(6)
The following is a DFT calculation (ωB97M-V with the def2-TZVPD basis set) of a 2-piece molecular cluster, C5H10BrN2 overall.

CARTESIAN COORDINATES (ANGSTROEM)
Br: 2.159 -2.018 -2.842
N: -1.768 0.214 0.995
N: 2.647 0.269 1.338
C: -0.983 0.361 -1.284
C: -1.232 -0.378 -0.053
C: 1.103 -1.438 -1.431
C: 2.496 -0.748 0.538
C: 0.255 -0.351 -1.976
H: 3.455 -1.135 0.189
H: 0.018 -0.733 -2.884
H: -0.706 -1.324 -0.038
H: 0.964 0.475 -2.078
H: -1.834 0.319 -1.967
H: -2.053 1.166 0.956
H: 3.471 0.553 1.823
H: -1.992 -0.362 1.828
H: 1.824 0.665 1.704
H: -0.694 1.421 -0.913

Values from the calculation:
**E_tot**: -78356.241 eV
**Net charge**: +1
**Energy relative to the best compared isomer or geometry (same formula, charge and spin)**: 726.09 kJ/mol
**HOMO-LUMO gap**: 5.75 eV

***

(7)
The following is a DFT calculation (ωB97M-V with the def2-TZVPD basis set) of a 2-piece molecular cluster, C5H10BrN2 overall.

CARTESIAN COORDINATES (ANGSTROEM)
Br: 2.351 0.747 0.606
N: 3.070 -1.832 0.556
N: -1.033 0.414 -0.737
C: -0.130 -0.351 -1.367
C: -1.376 0.182 1.597
C: -1.652 -0.263 0.397
C: 1.996 -1.121 0.391
C: -1.338 1.770 -0.881
H: -0.914 1.167 1.658
H: -2.076 -1.251 0.201
H: 4.006 -1.582 0.995
H: 0.134 -1.402 -1.241
H: -2.142 1.970 -1.639
H: 0.225 0.231 -2.301
H: -1.875 -0.292 2.505
H: 3.009 -2.797 0.384
H: -0.562 2.407 -1.326
H: -1.693 2.001 0.203

Values from the calculation:
**E_tot**: -78359.144 eV
**Net charge**: +1
**Energy relative to the best compared isomer or geometry (same formula, charge and spin)**: 446.01 kJ/mol
**HOMO-LUMO gap**: 8.09 eV

***

(8)
The following is a DFT calculation (ωB97M-V with the def2-TZVPD basis set) of a 2-piece molecular cluster, C5H10BrNO2 overall.

CARTESIAN COORDINATES (ANGSTROEM)
Br: -1.943 -1.418 0.345
O: -1.294 2.302 -0.870
O: -2.991 0.876 -1.208
N: -1.730 1.145 -0.677
C: 1.590 -1.585 -2.025
C: 0.200 0.738 0.699
C: 2.032 -1.935 -0.826
C: -1.123 0.287 0.086
C: 0.044 0.842 2.251
H: 2.280 -1.016 -2.575
H: -0.343 1.917 2.453
H: 0.411 1.640 0.336
H: 0.640 -1.681 -2.391
H: -0.570 0.175 2.730
H: -3.533 1.595 -0.847
H: 1.024 0.678 2.809
H: 1.396 -2.666 -0.321
H: 3.081 -1.809 -0.323
H: 0.828 -0.085 0.353

Values from the calculation:
**SMILES**: CC/C(Br)=[N+](\[O-])O.C=C
**E_tot**: -80969.203 eV
**Energy relative to the best compared isomer or geometry (same formula, charge and spin)**: 431.43 kJ/mol
**HOMO-LUMO gap**: 9.26 eV